ORCA calculation (ωB97M-V/def2-TZVPD) on C5H8O as an isolated structure in a non-equilibrium geometry.

Geometry as XYZ:
```
14
Properties=species:S:1:pos:R:3
C -0.88 -0.50 1.15
C -0.14 0.05 -0.03
C -0.34 0.20 -1.51
C 0.19 1.35 -0.66
C 1.06 -0.69 0.55
O 1.92 -0.18 1.23
H -1.72 -1.17 0.97
H -0.01 -1.29 1.57
H -1.00 0.21 1.97
H 0.36 -0.34 -2.15
H -1.33 0.31 -1.95
H -0.43 2.23 -0.55
H 1.26 1.52 -0.67
H 1.05 -1.69 0.08
```

Summary:
* net charge: 0
* E_HOMO: -9.30 eV
* gap between HOMO and LUMO: 10.257 eV


ORCA calculation (ωB97M-V/def2-TZVPD) on an isolated molecule of C5H8O in a non-equilibrium geometry.

Geometry as XYZ:
```
14
Properties=species:S:1:pos:R:3
C 1.20 -0.53 -0.93
C -0.09 -0.87 -0.13
C -0.14 -0.46 1.31
C -1.06 0.22 0.33
C -0.82 1.65 -0.01
O -1.65 2.43 -0.41
H 1.92 0.24 -0.57
H 1.83 -1.43 -1.09
H 0.89 -0.17 -1.92
H -0.52 -1.82 -0.40
H 0.87 -0.14 1.22
H -0.55 -1.03 2.16
H -2.12 -0.05 0.30
H 0.24 1.97 0.14
```

Summary:
* net charge: 0
* E_HOMO: -9.67 eV
* gap between HOMO and LUMO: 10.702 eV


ORCA calculation (ωB97M-V/def2-TZVPD) on an isolated molecule of C5H8O.

Geometry as XYZ:
```
14
Properties=species:S:1:pos:R:3
C -0.27 -1.48 1.75
C -0.89 -1.22 0.46
C -1.19 -0.61 -0.54
C -1.00 0.69 -1.23
O -0.05 1.43 -0.47
C 1.29 1.02 -0.65
H -0.98 -1.57 2.57
H 0.42 -2.32 1.75
H 0.31 -0.56 1.90
H -1.92 1.27 -1.21
H -0.67 0.57 -2.27
H 1.76 1.61 -1.45
H 1.83 1.21 0.28
H 1.37 -0.05 -0.89
```

Summary:
* net charge: 0
* E_HOMO: -9.46 eV
* gap between HOMO and LUMO: 10.454 eV


ORCA calculation (ωB97M-V/def2-TZVPD) on a 3-piece molecular cluster, C5H8O overall in a non-equilibrium geometry.

Geometry as XYZ:
```
14
Properties=species:S:1:pos:R:3
O -1.49 -0.48 -1.07
C -0.11 -0.69 -0.98
C 0.70 0.63 -0.76
C 0.46 0.87 0.71
C 0.27 -0.41 1.35
C -0.04 -1.32 0.39
H -1.65 0.51 -0.22
H 0.28 -1.27 -1.83
H 1.76 0.46 -0.96
H 0.35 1.47 -1.38
H 0.82 1.74 1.22
H -1.11 1.36 0.55
H 0.18 -0.53 2.42
H -0.40 -2.33 0.57
```

Summary:
* net charge: 0
* E_HOMO: -8.86 eV
* gap between HOMO and LUMO: 8.677 eV


ORCA calculation (ωB97M-V/def2-TZVPD) on an isolated molecule of C5H8O in a non-equilibrium geometry.

Geometry as XYZ:
```
14
Properties=species:S:1:pos:R:3
C -1.58 1.01 -1.27
C -1.24 -0.09 -0.61
O -2.12 -1.17 -0.54
C 0.02 -0.56 -0.01
C 0.82 0.26 0.69
C 2.16 -0.24 1.15
H -2.49 1.26 -1.81
H -1.13 1.98 -1.11
H -2.76 -1.16 -1.24
H 0.16 -1.62 0.09
H 0.55 1.30 0.84
H 2.30 -1.31 1.14
H 2.92 0.25 0.53
H 2.40 0.09 2.17
```

Summary:
* net charge: 0
* E_HOMO: -8.48 eV
* gap between HOMO and LUMO: 9.494 eV


ORCA calculation (ωB97M-V/def2-TZVPD) on an isolated molecule of C5H8O in a non-equilibrium geometry.

Geometry as XYZ:
```
14
Properties=species:S:1:pos:R:3
C -1.41 0.55 0.19
C -0.36 -0.23 0.00
C -0.70 -1.69 -0.38
C 1.21 -0.24 -0.03
C 1.90 1.11 -0.43
O 1.85 -1.22 0.22
H -1.34 1.51 0.67
H -2.40 0.18 0.16
H -0.34 -2.16 0.52
H -0.01 -2.10 -1.16
H -1.79 -1.71 -0.66
H 2.20 0.86 -1.46
H 2.80 1.32 0.24
H 1.29 1.99 -0.30
```

Summary:
* net charge: 0
* E_HOMO: -9.75 eV
* gap between HOMO and LUMO: 10.277 eV


ORCA calculation (ωB97M-V/def2-TZVPD) on C5H8O as an isolated structure in a non-equilibrium geometry.

Geometry as XYZ:
```
14
Properties=species:S:1:pos:R:3
C -1.73 0.01 0.20
C -0.27 0.36 0.15
C 0.72 -0.11 1.10
C 1.35 -0.56 -0.19
C 0.36 0.65 -1.14
O -0.43 0.27 -2.03
H -2.18 0.59 1.03
H -1.92 -1.04 0.44
H -2.27 0.24 -0.71
H 1.28 0.67 1.61
H 0.38 -0.88 1.78
H 2.38 -0.21 -0.36
H 1.23 -1.61 -0.42
H 1.04 1.50 -1.38
```

Summary:
* net charge: 0
* E_HOMO (spin up / spin down): -8.34 / -8.34 eV
* gap between HOMO and LUMO (spin up / spin down): 8.498 / 8.497 eV


ORCA calculation (ωB97M-V/def2-TZVPD) on an isolated molecule of C5H8O.

Geometry as XYZ:
```
14
Properties=species:S:1:pos:R:3
C 2.19 0.93 0.43
C 1.34 -0.09 -0.19
C 0.51 -0.85 -0.63
C -0.79 -1.45 -0.93
O -1.88 -0.78 -0.30
C -1.71 0.40 0.45
H 1.96 0.94 1.50
H 3.26 0.79 0.28
H 1.88 1.91 0.03
H -0.80 -2.49 -0.60
H -0.95 -1.44 -2.02
H -2.24 1.23 -0.03
H -2.11 0.24 1.46
H -0.66 0.67 0.54
```

Summary:
* net charge: 0
* E_HOMO: -9.34 eV
* gap between HOMO and LUMO: 10.245 eV


ORCA calculation (ωB97M-V/def2-TZVPD) on an isolated molecule of C5H8O in a non-equilibrium geometry.

Geometry as XYZ:
```
14
Properties=species:S:1:pos:R:3
C -2.19 0.82 -0.15
C -1.40 0.58 0.74
C -0.07 0.33 1.19
C 0.76 0.17 -0.34
C 1.03 -1.32 -0.51
O 0.09 0.72 -1.41
H -3.13 1.06 -0.58
H 0.05 -0.61 1.73
H 0.33 1.16 1.79
H 1.67 0.76 -0.11
H 0.07 -1.85 -0.58
H 1.59 -1.54 -1.43
H 1.59 -1.71 0.34
H -0.93 0.75 -1.15
```

Summary:
* net charge: 0
* E_HOMO: -9.80 eV
* gap between HOMO and LUMO: 10.781 eV


ORCA calculation (ωB97M-V/def2-TZVPD) on C5H8O as an isolated structure in a non-equilibrium geometry.

Geometry as XYZ:
```
14
Properties=species:S:1:pos:R:3
C -0.69 -1.05 -0.21
C 0.15 0.07 -0.87
C -0.68 1.04 0.02
C -0.56 -0.14 1.00
O 0.98 0.00 1.28
C 1.48 0.01 -0.06
H -1.77 -0.92 -0.28
H -0.38 -2.10 -0.24
H 0.23 0.19 -1.96
H -1.65 1.33 -0.42
H -0.17 1.91 0.43
H -1.15 -0.34 1.91
H 2.08 -0.89 -0.29
H 2.10 0.90 -0.30
```

Summary:
* net charge: 0
* E_HOMO: -9.52 eV
* gap between HOMO and LUMO: 10.585 eV


Computed relative energy (zero: lowest compared OMol25 entry of this formula, charge and spin) (kJ/mol) in order:
305.7 190.3 303.8 421.4 179.5 177.1 383.6 277.7 290.0 216.4
Computed calculated total energy (Eh) in order:
-270.4414 -270.4854 -270.4422 -270.3974 -270.4895 -270.4904 -270.4118 -270.4521 -270.4475 -270.4755